# C44H73N7O5S4

A cluster of 7 separate species, C44H73N7O5S4 in total (wB97M-V/def2-TZVPD, the OMol25 dataset).

Calculated values
HOMO-LUMO gap	0.2963	Eh

Positions of all 133 atoms, in Å:
C  6.7074  1.4202  1.0989
C  5.4086  0.5813  0.8080
N  5.5534  -0.5237  -0.1672
C  6.8572  -1.2210  -0.0833
C  7.0890  -1.8847  1.3474
C  5.2470  -0.1411  -1.5036
S  5.4782  1.3740  -2.0953
S  4.5977  -1.5066  -2.5542
C  2.8525  -1.7562  -2.0510
C  2.5388  -3.1804  -1.4685
C  1.0337  -3.6332  -1.6948
C  0.1700  -2.7318  -0.7191
C  -0.4324  -1.4843  -1.4789
C  -1.1754  -0.6284  -0.3452
C  -2.4221  -1.3172  0.2740
C  -3.8001  -0.6031  0.0395
C  -3.7722  0.9136  -0.1715
C  -3.7804  1.3844  -1.5490
C  -3.7520  2.7644  -1.9134
C  -3.6780  3.7620  -0.8818
C  -3.6770  3.3355  0.4947
C  -3.7417  1.9302  0.8342
S  -2.3539  -1.5281  2.1675
C  -0.6798  -1.7582  2.8239
O  -2.9340  -0.3831  2.8657
O  -3.2337  -2.6629  2.4514
O  -2.6554  -2.6730  -0.2216
S  -1.3336  -3.6384  -0.1379
O  -1.5341  -4.6663  -1.1489
O  -1.1243  -4.3355  1.1114
H  7.2772  1.0173  1.9759
H  7.4178  1.4490  0.2473
H  6.4340  2.4660  1.3825
H  5.0951  0.1125  1.7767
H  4.6004  1.3025  0.5481
H  7.7307  -0.6206  -0.4341
H  6.7860  -2.0927  -0.7900
H  7.2222  -1.1437  2.1235
H  7.9607  -2.5442  1.2168
H  6.1785  -2.5228  1.5076
H  2.1998  -1.4901  -2.9222
H  2.6297  -0.9718  -1.2776
H  3.2677  -3.8888  -1.9311
H  2.7846  -3.1289  -0.3746
H  0.9913  -4.7018  -1.3992
H  0.7732  -3.4311  -2.7548
H  0.8460  -2.4382  0.1116
H  -1.1674  -1.8395  -2.2356
H  0.3509  -0.8119  -1.8812
H  -1.3481  0.3624  -0.8170
H  -0.3762  -0.4526  0.4229
H  -4.4896  -0.8278  0.8946
H  -4.2744  -1.0816  -0.8513
H  -3.8398  0.6243  -2.3630
H  -3.7820  2.9940  -3.0009
H  -3.6278  4.8284  -1.1797
H  -3.6232  4.1252  1.2742
H  -3.7695  1.6460  1.9014
H  -0.4897  -1.0300  3.6501
H  0.1400  -1.7760  2.0787
H  -0.6740  -2.7642  3.3173
C  -7.3079  8.9123  -0.7951
C  -6.9090  7.7721  -1.7258
C  -6.6288  6.4638  -0.9850
C  -5.4425  6.5500  -0.1365
N  -4.5086  6.6123  0.5308
H  -6.4958  9.1752  -0.1137
H  -7.5561  9.8028  -1.3753
H  -8.1830  8.6438  -0.1991
H  -6.0342  8.0709  -2.3092
H  -7.7215  7.6016  -2.4357
H  -6.4798  5.6674  -1.7176
H  -7.4961  6.1813  -0.3835
C  -4.4634  6.6369  -7.3817
C  -4.3734  7.6640  -6.2591
C  -4.1092  7.0341  -4.8892
C  -5.2337  6.2201  -4.4262
N  -6.1158  5.5798  -4.0627
H  -5.3136  5.9661  -7.2424
H  -4.5904  7.1392  -8.3418
H  -3.5545  6.0333  -7.4347
H  -5.2939  8.2526  -6.2325
H  -3.5591  8.3570  -6.4850
H  -3.9279  7.8288  -4.1608
H  -3.2023  6.4258  -4.9246
C  3.4569  -9.1032  0.2515
C  2.6100  -7.8980  -0.1402
C  3.0168  -7.2907  -1.4849
C  4.3495  -6.6862  -1.4422
N  5.3958  -6.2125  -1.4100
H  4.5017  -8.8248  0.4039
H  3.0885  -9.5348  1.1835
H  3.4163  -9.8776  -0.5180
H  2.6686  -7.1430  0.6480
H  1.5650  -8.2117  -0.2031
H  2.2913  -6.5216  -1.7613
H  2.9815  -8.0529  -2.2669
C  -1.2080  7.1165  1.5119
C  -0.9567  7.5530  2.9501
C  0.5311  7.6427  3.3003
C  1.1835  6.3323  3.2945
N  1.6964  5.3043  3.2888
H  -0.8433  6.1024  1.3327
H  -2.2777  7.1282  1.2970
H  -0.7138  7.7898  0.8062
H  -1.4635  6.8641  3.6305
H  -1.4083  8.5373  3.0993
H  0.6370  8.0827  4.2951
H  1.0403  8.3123  2.6032
C  7.9362  -5.4333  5.1253
C  9.3115  -4.7811  5.2072
C  9.2469  -3.2541  5.2968
C  8.7287  -2.6468  4.0702
N  8.3184  -2.1672  3.1045
H  7.4120  -5.1470  4.2111
H  8.0345  -6.5200  5.1254
H  7.3167  -5.1507  5.9796
H  9.9074  -5.0834  4.3425
H  9.8244  -5.1595  6.0952
H  10.2512  -2.8657  5.4829
H  8.6299  -2.9543  6.1473
C  -4.5693  -4.9857  1.0137
C  -4.4713  -6.1581  0.0444
C  -5.7707  -6.4145  -0.7241
C  -6.8535  -6.8733  0.1478
N  -7.7040  -7.2324  0.8318
H  -5.2969  -5.1843  1.8041
H  -3.6056  -4.8096  1.4866
H  -4.8628  -4.0691  0.4972
H  -4.1735  -7.0562  0.5922
H  -3.6776  -5.9474  -0.6764
H  -5.5888  -7.1760  -1.4867
H  -6.0792  -5.5079  -1.2503

Forces on atoms 1 to 6 (eV/Å):
C 0.181 0.098 0.529
C 0.534 0.566 1.330
N -0.218 1.402 -1.085
C -0.253 -2.336 0.260
C -2.233 0.734 -4.395
C -0.084 0.075 0.572

Löwdin atomic charge list, values in e, 99 entries: C -0.11; C -0.27; N -0.23; C -0.23; C -0.15; C -1.06; S 0.69; S 0.84; C -0.50; C -0.24; C -0.15; C -0.30; C -0.13; C -0.10; C -0.42; C -0.09; C -0.21; C -0.06; C -0.09; C -0.09; C -0.06; C -0.02; S 0.71; C -0.13; O -0.33; O -0.31; O -0.22; S 0.69; O -0.29; O -0.27; H 0.07; H 0.05; H 0.08; H 0.11; H 0.10; H 0.12; H 0.10; H 0.01; H 0.07; H 0.10; H 0.08; H 0.08; H 0.09; H 0.12; H 0.10; H 0.13; H 0.12; H 0.14; H 0.11; H 0.12; H 0.12; H 0.13; H 0.14; H 0.11; H 0.10; H 0.08; H 0.09; H 0.10; H 0.09; H 0.05; H 0.08; C -0.11; C -0.27; C -0.19; C -0.21; N 0.17; H 0.07; H 0.07; H 0.08; H 0.09; H 0.11; H 0.08; H 0.13; C -0.11; C -0.26; C -0.19; C -0.22; N 0.17; H 0.07; H 0.07; H 0.08; H 0.11; H 0.11; H 0.12; H 0.12; C -0.11; C -0.26; C -0.19; C -0.24; N 0.15; H 0.07; H 0.07; H 0.08; H 0.11; H 0.11; H 0.09; H 0.12; C -0.12; C -0.26